ORCA calculation (ωB97M-V/def2-TZVPD) on a cluster of 9 separate species, C33H80N5O16 in total.

Its spin multiplicity is 2. Its expectation value of S² is 0.76. The calculation puts the HOMO energy (spin up / spin down) at -10.78 / -10.78 eV. The LUMO energy (spin up / spin down) is -4.2 / -7.7 eV. The total charge is +2.

Last column: Löwdin spin population.
Element x y z (Å)
C 0.96 -3.44 1.14  0.000
C 1.19 -3.99 -0.27  0.000
C 2.10 -3.09 -1.18  0.000
N 2.75 -3.86 -2.35  0.000
C 3.96 -4.65 -1.82  0.000
C 4.96 -5.08 -2.98  0.000
C 5.47 -3.82 -3.79  0.000
C 4.25 -3.01 -4.43  0.000
C 3.27 -2.66 -3.25  0.000
C 1.81 -4.70 -3.23  0.000
H 0.25 -4.04 1.70  0.000
H 0.58 -2.43 1.07  0.000
H 1.91 -3.58 1.67  0.000
H 0.23 -4.14 -0.77  0.000
H 1.47 -5.05 -0.25  0.000
H 2.84 -2.66 -0.50  0.000
H 1.45 -2.33 -1.63  0.000
H 4.54 -4.01 -1.15  0.000
H 3.65 -5.48 -1.19  0.000
H 5.82 -5.56 -2.53  0.000
H 4.63 -5.83 -3.70  0.000
H 6.03 -3.25 -3.04  0.000
H 6.14 -4.17 -4.58  0.000
H 4.63 -2.12 -4.93  0.000
H 3.80 -3.59 -5.24  0.000
H 3.79 -1.96 -2.59  0.000
H 2.44 -2.07 -3.63  0.000
H 1.39 -5.51 -2.62  0.000
H 2.25 -5.25 -4.06  0.000
H 1.03 -4.01 -3.55  0.000
C -3.67 0.69 5.11  0.000
N -3.84 1.06 3.57  0.000
C -2.47 0.98 2.84  0.000
C -4.83 0.01 3.04  0.000
C -4.52 2.43 3.38  0.000
C -3.53 3.63 3.61  0.000
O -3.18 3.59 4.98  0.000
H -4.68 0.91 5.47  0.000
H -2.88 1.28 5.56  0.000
H -3.52 -0.36 5.32  0.000
H -1.80 1.70 3.31  0.000
H -2.52 1.03 1.75  0.000
H -1.92 0.06 3.06  0.000
H -4.96 0.05 1.96  0.000
H -5.79 -0.11 3.54  0.000
H -4.27 -0.93 3.11  0.000
H -5.40 2.44 4.01  0.000
H -4.80 2.40 2.32  0.000
H -4.00 4.59 3.36  0.000
H -2.65 3.63 2.97  0.000
H -2.58 4.32 5.20  0.000
C -2.74 -4.09 0.13  0.000
N -3.46 -2.83 -0.45  0.000
C -3.54 -2.98 -1.99  0.000
C -4.85 -2.85 0.23  0.000
C -2.63 -1.57 0.00  0.000
C -2.95 -0.24 -0.76  0.000
O -4.29 0.10 -0.38  0.000
H -1.73 -4.08 -0.29  0.000
H -3.34 -4.86 -0.34  0.000
H -2.76 -4.10 1.22  0.000
H -4.06 -3.89 -2.30  0.000
H -2.54 -3.02 -2.42  0.000
H -4.11 -2.13 -2.37  0.000
H -5.50 -3.64 -0.15  0.000
H -5.35 -1.93 -0.10  0.000
H -4.64 -2.86 1.29  0.000
H -1.64 -1.83 -0.37  0.000
H -2.78 -1.46 1.07  0.000
H -2.82 -0.40 -1.83  0.000
H -2.29 0.54 -0.37  0.000
H -4.34 1.01 -0.68  0.000
C 2.75 1.04 -4.33  0.000
N 3.37 2.00 -3.33  0.000
C 4.42 2.84 -4.11  0.000
C 2.29 3.05 -2.89  0.000
C 3.83 1.17 -2.10  0.000
C 4.03 2.02 -0.79  0.000
O 4.86 3.18 -0.99  0.000
H 1.98 0.35 -3.97  0.000
H 3.57 0.54 -4.85  0.000
H 2.27 1.54 -5.17  0.000
H 4.68 3.65 -3.44  0.000
H 4.01 3.09 -5.09  0.000
H 5.30 2.18 -4.13  0.000
H 1.53 2.50 -2.33  0.000
H 1.92 3.64 -3.73  0.000
H 2.73 3.71 -2.15  0.000
H 4.78 0.67 -2.26  0.000
H 3.16 0.33 -2.00  0.000
H 4.53 1.51 0.03  0.000
H 3.04 2.24 -0.40  0.000
H 5.20 3.45 -0.14  0.000
C 0.28 3.95 2.67  0.000
N 0.28 4.87 1.41  0.000
C 0.94 6.17 1.93  0.000
C 1.22 4.43 0.28  0.000
C -1.10 5.15 0.96  0.000
C -1.82 3.90 0.29  0.000
O -3.21 4.07 0.45  0.000
H 0.36 2.91 2.33  0.000
H -0.54 4.15 3.36  0.000
H 1.12 4.07 3.36  0.000
H 2.03 6.16 2.05  0.000
H 0.64 6.29 2.97  0.000
H 0.69 7.03 1.32  0.000
H 2.13 3.99 0.69  0.000
H 1.44 5.27 -0.38  0.000
H 0.73 3.69 -0.35  0.000
H -1.04 5.98 0.26  0.000
H -1.66 5.55 1.80  0.000
H -1.62 2.94 0.76  0.000
H -1.65 3.76 -0.78  0.000
H -3.64 3.59 -0.26  0.000
O -0.05 -0.11 1.42  -0.001
C 0.64 0.38 0.43  0.000
O 1.86 -0.01 0.33  0.000
O 0.16 1.32 -0.17  0.000
H 0.49 -0.60 2.05  -0.001
O -0.71 1.25 -3.07  0.000
C -0.81 0.17 -3.76  0.000
O -1.34 0.24 -4.86  0.000
O -0.42 -0.91 -3.32  0.000
H -0.42 0.83 -2.26  0.000
O -1.42 -2.73 2.91  0.008
C -2.33 -2.95 3.82  0.000
O -3.36 -3.63 3.57  0.004
O -2.18 -2.34 4.91  -0.002
H -0.77 -2.35 3.51  0.003
O -0.48 -0.40 5.62  0.020
C 0.60 -0.23 4.86  0.017
O 0.82 -1.08 3.94  0.405
O 1.37 0.74 5.00  0.545
H -0.88 -1.16 5.19  0.004

=====

ORCA calculation (ωB97M-V/def2-TZVPD) on a cluster of 7 separate species, C33H86N6O11 in total.

The calculation puts the HOMO energy at -7.98 eV. The LUMO energy is 0.4 eV. For the energy above the lowest of the compared OMol25 structures with the same formula, charge and spin, the calculation gives 215.70 kJ/mol. The total charge is 0.

Last column: Mulliken charge in e.
Element x y z (Å)
C 5.05 -6.41 2.95  -0.730
O 4.10 -6.33 4.00  -0.367
C 2.76 -6.53 3.57  -0.325
C 1.93 -6.89 4.81  0.354
C 1.89 -5.81 5.87  -1.199
N 2.54 -8.09 5.45  -0.799
H 4.81 -7.23 2.27  0.314
H 6.07 -6.51 3.31  0.263
H 4.97 -5.49 2.37  0.248
H 2.53 -5.57 3.10  0.037
H 2.63 -7.26 2.77  0.414
H 0.92 -7.22 4.54  0.437
H 2.83 -5.65 6.40  0.271
H 1.15 -5.98 6.66  0.409
H 1.68 -4.83 5.41  0.108
H 2.39 -8.89 4.84  0.272
H 3.54 -7.90 5.38  0.311
C -0.81 -7.61 -1.06  -0.630
O -0.11 -8.39 -2.00  -0.334
C 0.02 -9.73 -1.58  -0.747
C 0.52 -10.57 -2.73  0.591
C -0.38 -10.56 -3.96  -1.473
N 0.59 -11.97 -2.24  -0.700
H -0.73 -6.56 -1.33  0.060
H -0.56 -7.73 0.01  0.300
H -1.85 -7.95 -0.99  0.381
H 0.76 -9.74 -0.77  0.345
H -0.92 -10.16 -1.19  0.340
H 1.51 -10.17 -2.99  0.257
H -0.13 -11.40 -4.60  0.420
H -0.31 -9.62 -4.49  0.325
H -1.39 -10.75 -3.57  0.355
H 0.61 -12.02 -1.23  0.253
H -0.23 -12.49 -2.53  0.254
C -2.64 1.03 -0.14  -0.862
O -2.12 -0.28 0.03  -0.178
C -3.11 -1.25 0.42  -0.968
C -2.65 -1.89 1.69  -0.046
N -2.39 -0.94 2.75  -0.209
C -1.84 -1.55 3.96  -1.324
C -0.44 -2.12 3.81  0.073
O 0.51 -1.04 3.71  -0.432
C 1.84 -1.44 3.52  -0.695
H -3.51 1.26 0.47  0.514
H -2.72 1.31 -1.19  0.324
H -1.87 1.69 0.28  -0.023
H -3.21 -2.07 -0.29  0.357
H -4.06 -0.73 0.55  0.489
H -1.81 -2.55 1.44  -0.028
H -3.41 -2.57 2.08  0.451
H -1.81 -0.15 2.50  0.236
H -2.47 -2.40 4.24  0.445
H -1.83 -0.82 4.77  0.404
H -0.25 -2.82 2.99  0.235
H -0.20 -2.63 4.76  0.271
H 2.03 -1.82 2.51  0.176
H 2.16 -2.08 4.35  0.337
H 2.50 -0.57 3.60  0.267
C 3.96 10.22 -2.83  -0.656
O 2.81 9.47 -3.14  -0.323
C 2.85 8.07 -3.14  -0.786
C 2.77 7.45 -1.74  0.063
N 4.06 7.40 -1.06  -0.373
C 4.02 7.21 0.37  -0.829
C 3.45 5.89 0.87  -0.667
O 2.06 5.74 0.66  0.176
C 1.26 6.36 1.66  -0.943
H 4.38 10.08 -1.83  0.262
H 3.60 11.24 -2.83  0.238
H 4.72 10.05 -3.60  0.291
H 3.65 7.65 -3.76  0.369
H 1.94 7.71 -3.63  0.372
H 2.44 6.42 -1.91  0.062
H 2.04 8.03 -1.16  0.225
H 4.59 8.24 -1.25  0.206
H 3.39 7.99 0.84  0.322
H 5.02 7.38 0.78  0.473
H 3.61 5.81 1.95  0.454
H 3.94 5.08 0.33  0.288
H 0.19 6.28 1.47  0.214
H 1.47 7.43 1.62  0.346
H 1.45 5.87 2.62  0.308
C 2.07 -4.78 -0.27  -0.673
O 1.19 -3.70 -0.39  -0.035
C 0.82 -3.50 -1.74  -0.886
C -0.32 -2.50 -1.84  -0.444
N 0.03 -1.09 -1.57  -0.425
C 0.88 -0.86 -0.40  0.010
C 1.30 0.60 -0.33  -0.576
O 1.89 1.17 -1.48  -0.483
C 2.08 2.55 -1.37  -0.546
H 1.64 -5.79 -0.25  0.186
H 2.71 -4.61 0.59  0.124
H 2.72 -4.94 -1.14  0.410
H 0.45 -4.43 -2.18  0.494
H 1.65 -3.17 -2.38  0.352
H -0.95 -2.79 -0.98  0.047
H -0.91 -2.51 -2.75  0.402
H -0.84 -0.59 -1.38  0.362
H 1.78 -1.46 -0.50  0.656
H 0.32 -1.02 0.53  -0.071
H 2.12 0.57 0.41  0.186
H 0.59 1.32 0.11  0.190
H 2.75 2.91 -2.16  0.380
H 2.32 2.86 -0.35  0.243
H 1.15 3.02 -1.73  0.135
C -1.23 4.74 -1.05  -0.031
O -2.09 5.86 -1.11  -0.493
C -2.80 6.04 -2.32  -0.435
C -3.87 5.02 -2.64  -0.471
N -5.27 5.48 -2.55  -0.255
C -5.60 6.40 -3.64  -0.563
C -7.12 6.49 -3.84  -0.657
O -7.71 6.97 -2.66  -0.317
C -9.04 7.36 -2.81  -0.767
H -0.74 4.78 -0.08  -0.068
H -0.54 4.77 -1.90  0.357
H -1.84 3.83 -1.10  -0.054
H -1.97 5.98 -3.04  0.250
H -3.17 7.05 -2.46  0.305
H -3.81 4.46 -1.69  0.219
H -3.58 4.14 -3.24  0.446
H -5.90 4.69 -2.61  0.236
H -5.22 6.03 -4.60  0.331
H -5.22 7.40 -3.47  0.273
H -7.57 5.59 -4.27  0.398
H -7.29 7.23 -4.63  0.410
H -9.61 7.31 -1.89  0.250
H -9.58 6.78 -3.57  0.322
H -9.08 8.39 -3.19  0.282
C 0.73 2.59 2.82  -0.776
O -0.05 1.42 2.67  -0.318
H 0.95 2.81 3.87  0.479
H 1.70 2.41 2.33  0.298
H 0.22 3.42 2.35  0.136
H 0.11 0.73 3.33  0.250